[1]
The following is a DFT calculation (the ωB97M-V functional and the def2-TZVPD basis) of C18H21N4O4STi as an isolated structure at a distorted geometry.

The geometry in XYZ format:
```
49
Properties=species:S:1:pos:R:3:mulliken_spin:R:1
Ti -0.762 0.200 -0.028 1.41
C -0.577 0.896 3.348 0.00
C -1.349 0.984 2.061 -0.01
C -2.266 -0.023 1.731 0.09
C -2.988 -0.010 0.513 0.07
C -3.946 -1.123 0.195 -0.01
C -2.832 1.097 -0.346 0.15
C -1.968 2.160 -0.016 0.00
C -1.855 3.378 -0.888 0.01
C -1.195 2.068 1.166 0.10
H -0.235 -0.126 3.518 0.00
H -1.214 1.169 4.191 0.01
H 0.278 1.570 3.347 0.00
H -2.421 -0.840 2.425 0.00
H -4.567 -1.349 1.062 0.00
H -3.405 -2.034 -0.068 0.01
H -4.597 -0.853 -0.633 0.00
H -3.415 1.156 -1.255 -0.01
H -2.153 4.258 -0.316 0.00
H -2.492 3.298 -1.766 0.00
H -0.829 3.548 -1.222 0.00
H -0.539 2.890 1.425 0.00
O 3.808 3.808 -1.357 0.00
C 2.551 3.512 -1.013 0.00
O 1.645 4.265 -1.207 0.00
C 2.320 2.209 -0.313 0.09
C 2.820 1.743 0.878 0.00
N 2.128 0.628 1.197 0.05
N 1.227 0.318 0.263 -0.02
C 1.327 1.273 -0.679 0.01
C 0.530 1.091 -1.935 -0.01
O 0.693 1.750 -2.926 0.05
O -0.349 0.105 -1.796 -0.01
H 4.414 3.070 -1.235 0.00
H 3.585 2.137 1.527 0.00
H 2.249 0.031 1.998 -0.01
C 1.633 -4.625 0.659 0.00
N 1.365 -3.925 -0.583 0.01
C 1.905 -4.253 -1.814 0.00
C 1.412 -3.377 -2.711 0.00
N 0.565 -2.539 -2.021 0.01
C 0.543 -2.865 -0.717 0.00
S -0.426 -2.200 0.526 0.00
H 1.037 -5.534 0.726 0.00
H 1.377 -3.974 1.489 0.00
H 2.687 -4.890 0.704 0.00
H 2.583 -5.078 -1.944 0.00
H 1.580 -3.286 -3.769 0.00
H 0.119 -1.711 -2.390 0.00
```

Summary:
Electronic energy in Eh: -2466.0344
Charge: +1
E_HOMO (spin up / spin down) in Eh: -0.363 / -0.420
Orbital gap (spin up / spin down) in eV: 7.15 / 7.96
Multiplicity: 3

---

[2]
The following is a DFT calculation (the ωB97M-V functional and the def2-TZVPD basis) of one molecule with the formula C5H10O2.

The geometry in XYZ format:
```
17
Properties=species:S:1:pos:R:3:mulliken_charge:R:1
C 1.958 -0.104 -0.718 -1.37
C 0.850 0.305 0.226 0.40
O 0.131 1.363 -0.399 -0.42
C -1.205 1.357 0.061 -0.40
C -1.546 -0.104 0.393 -0.55
C -0.185 -0.800 0.580 -0.04
O -0.065 -2.037 -0.114 -0.57
H 2.607 0.759 -0.883 0.35
H 1.523 -0.404 -1.675 0.31
H 2.555 -0.935 -0.331 0.34
H 1.285 0.672 1.173 0.25
H -1.823 1.763 -0.746 0.29
H -1.323 2.004 0.947 0.27
H -2.193 -0.189 1.273 0.26
H -2.046 -0.613 -0.436 0.21
H -0.036 -1.068 1.627 0.35
H -0.487 -1.969 -0.979 0.32
```

Summary:
Electronic energy in Eh: -346.9744
E_HOMO in Eh: -0.355
Orbital gap in eV: 10.61
SMILES: C[C@H]1OCC[C@H]1O

---

[3]
The following is a DFT calculation (the ωB97M-V functional and the def2-TZVPD basis) of one molecule with the formula C4H6N4 at a distorted geometry.

The geometry in XYZ format:
```
14
Properties=species:S:1:pos:R:3:mulliken_charge:R:1
H -2.613 -1.548 -0.198 0.25
N -1.589 -1.525 -0.183 -0.57
C -1.133 -0.402 -0.148 0.58
C -1.856 0.932 0.152 -1.00
N 0.294 -0.372 -0.184 0.89
N 0.856 0.877 -0.236 -0.82
C 2.171 0.671 -0.122 -0.28
C 2.411 -0.740 0.045 -0.17
N 1.230 -1.377 0.086 -0.68
H -1.175 1.766 -0.060 0.34
H -2.754 0.876 -0.449 0.35
H -2.028 0.880 1.176 0.29
H 2.994 1.331 -0.234 0.39
H 3.191 -1.370 0.354 0.42
```

Summary:
Electronic energy in Eh: -374.9793
E_HOMO in Eh: -0.359
Orbital gap in eV: 10.52
SMILES: [H]/N=C(\C)n1nccn1

---

[4]
The following is a DFT calculation (the ωB97M-V functional and the def2-TZVPD basis) of one molecule with the formula C6H7NO at a distorted geometry.

The geometry in XYZ format:
```
15
Properties=species:S:1:pos:R:3:mulliken_charge:R:1
C 1.425 -1.696 0.490 -0.91
C 0.481 -0.744 0.770 -0.29
C -0.025 -0.069 -0.426 1.02
C 0.717 -0.590 -1.458 -0.30
N 1.036 -0.603 -2.580 0.54
O 1.566 -0.947 -3.649 -0.67
C -0.316 1.394 -0.384 -0.74
C -1.454 0.441 -0.475 -0.56
H 1.889 -2.301 1.331 0.22
H 1.984 -1.937 -0.349 0.29
H 0.163 -0.472 1.814 0.29
H -0.199 1.950 -1.305 0.28
H -0.218 1.834 0.538 0.29
H -1.932 0.204 0.423 0.31
H -2.109 0.466 -1.478 0.23
```

Summary:
Electronic energy in Eh: -362.6167
E_HOMO in Eh: -0.333
Orbital gap in eV: 9.85
SMILES: C=CC1(C#[N+][O-])CC1

---

[5]
The following is a DFT calculation (the ωB97M-V functional and the def2-TZVPD basis) of C10H30LiO5S3 as an isolated structure at a distorted geometry.

The geometry in XYZ format:
```
49
Properties=species:S:1:pos:R:3:mulliken_charge:R:1
Li 0.264 -0.022 0.564 0.94
C -0.494 0.796 -1.955 -0.17
C -0.598 -0.034 -3.238 -1.03
O 0.175 0.577 -4.351 -0.62
H -1.053 0.385 -1.145 0.05
H -0.920 1.729 -2.148 0.65
H 0.521 1.157 -1.724 -0.10
H -1.528 -0.094 -3.673 0.38
H -0.166 -0.928 -3.215 0.73
H 0.173 0.104 -5.187 0.30
C 3.031 -0.439 -0.764 -0.78
C 3.253 -0.239 0.738 -0.04
O 2.090 -0.510 1.441 -0.39
H 4.110 -0.155 -1.229 0.31
H 2.368 0.221 -1.295 0.14
H 2.702 -1.440 -1.173 0.15
H 3.701 0.911 1.056 0.08
H 3.716 -1.141 1.177 0.40
H 2.299 -0.810 2.384 0.26
C -3.610 -1.255 2.663 -0.83
S -2.466 0.128 2.705 0.34
O -1.178 -0.286 1.894 -0.66
C -3.313 1.165 1.531 -0.89
H -3.727 -1.626 1.639 0.17
H -4.582 -0.626 2.474 0.39
H -3.252 -1.902 3.413 0.35
H -4.228 1.422 1.945 0.57
H -3.315 0.613 0.533 0.19
H -2.747 2.240 1.355 0.18
C -1.961 -3.085 -1.509 -0.93
S -0.224 -2.677 -1.520 0.43
O -0.107 -1.292 -0.803 -0.67
C 0.261 -3.907 -0.299 -0.84
H -2.270 -4.038 -1.961 0.49
H -2.398 -2.491 -2.363 0.26
H -2.421 -2.968 -0.561 0.24
H -0.231 -4.919 -0.586 0.36
H -0.090 -3.508 0.686 0.23
H 1.300 -3.956 -0.091 0.38
C 2.071 3.701 0.055 -1.14
S 0.684 3.280 1.023 0.34
O 0.240 1.819 0.702 -0.47
C 1.609 3.141 2.616 -1.24
H 2.619 4.506 0.565 0.46
H 1.696 4.120 -0.647 0.58
H 2.661 2.846 -0.361 0.22
H 2.440 2.559 2.549 0.29
H 1.037 2.803 3.293 0.45
H 1.856 4.124 2.797 0.52
```

Summary:
Electronic energy in Eh: -1976.8660
Charge: +1
E_HOMO in Eh: -0.442
Orbital gap in eV: 9.98

---

[6]
The following is a DFT calculation (the ωB97M-V functional and the def2-TZVPD basis) of one molecule with the formula C18H21N3O4S at a distorted geometry.

The geometry in XYZ format:
```
47
Properties=species:S:1:pos:R:3:mulliken_charge:R:1
C 4.131 1.501 2.929 -1.11
C 3.635 2.270 1.714 -0.34
O 3.162 1.398 0.687 -0.52
C 4.084 0.754 -0.059 0.80
N 5.354 1.058 0.141 -0.57
C 6.292 0.460 -0.575 -0.53
C 6.012 -0.499 -1.530 -0.60
C 4.684 -0.829 -1.736 -0.61
C 3.674 -0.202 -1.012 0.07
C 2.277 -0.640 -1.311 0.91
O 2.067 -1.667 -1.925 -0.69
N 1.302 0.207 -0.871 -0.01
C -0.074 0.113 -1.043 0.75
C -0.855 1.166 -0.556 -0.71
C -2.227 1.144 -0.704 -0.77
C -2.828 0.067 -1.330 0.10
S -4.614 0.035 -1.509 1.27
O -5.083 1.389 -1.538 -0.73
O -4.938 -0.842 -2.594 -0.73
N -5.256 -0.658 -0.131 -0.02
C -5.080 0.079 1.099 -0.77
C -3.861 -0.544 1.807 -0.41
C -3.699 -1.930 1.156 -0.44
C -4.852 -2.020 0.139 -0.78
C -2.068 -0.976 -1.824 -0.60
C -0.693 -0.961 -1.685 -0.54
H 4.396 2.200 3.717 0.39
H 5.009 0.918 2.665 0.31
H 3.356 0.831 3.294 0.30
H 4.431 2.901 1.310 0.33
H 2.766 2.882 1.969 0.36
H 7.303 0.774 -0.355 0.40
H 6.801 -0.974 -2.090 0.42
H 4.393 -1.576 -2.460 0.48
H 1.614 1.016 -0.348 0.10
H -0.375 2.004 -0.071 0.39
H -2.842 1.962 -0.363 0.47
H -4.966 1.135 0.861 0.36
H -5.983 -0.048 1.704 0.37
H -4.033 -0.618 2.879 0.40
H -2.970 0.062 1.647 0.17
H -2.736 -2.007 0.651 0.15
H -3.764 -2.732 1.888 0.41
H -4.581 -2.499 -0.799 0.36
H -5.707 -2.549 0.571 0.39
H -2.564 -1.786 -2.335 0.46
H -0.091 -1.766 -2.073 0.54
```

Summary:
Electronic energy in Eh: -1561.9465
E_HOMO in Eh: -0.325
Orbital gap in eV: 8.82
SMILES: CCOc1ncccc1C(=O)Nc1ccc(S(=O)(=O)N2CCCC2)cc1

---

[7]
The following is a DFT calculation (the ωB97M-V functional and the def2-TZVPD basis) of a 2-piece molecular cluster, C11H23FNO8P overall at a distorted geometry.

The geometry in XYZ format:
```
45
Properties=species:S:1:pos:R:3:mulliken_charge:R:1
C 2.014 1.606 -1.833 -1.48
C 2.958 0.466 -1.486 0.12
F 3.167 -0.378 -2.544 -0.36
C 2.495 -0.349 -0.308 0.94
P 0.933 -1.316 -0.715 0.79
O 0.612 -1.307 -2.134 -0.72
O 1.120 -2.808 -0.162 -0.54
O -0.242 -0.635 0.134 -0.37
O 2.147 0.514 0.798 -0.40
C 2.194 -0.262 1.914 0.34
O 1.593 -0.058 2.946 -0.57
O 2.932 -1.366 1.659 -0.40
C 3.526 -1.242 0.368 0.14
C 4.966 -0.773 0.402 -1.30
C 5.268 0.429 1.288 -0.84
O 5.006 0.194 2.657 -0.51
H 2.358 2.484 -1.306 0.38
H 0.996 1.405 -1.538 0.25
H 2.098 1.779 -2.894 0.45
H 3.924 0.901 -1.257 0.52
H 0.646 -2.982 0.653 0.39
H -0.260 -0.956 1.042 0.30
H 3.533 -2.225 -0.091 0.70
H 5.553 -1.607 0.768 0.54
H 5.311 -0.557 -0.598 0.51
H 6.321 0.675 1.178 0.45
H 4.709 1.302 0.990 0.35
H 5.636 -0.452 2.966 0.34
C -5.834 -1.050 0.793 -0.63
O -6.276 0.239 0.414 -0.40
C -5.316 1.270 0.526 -0.79
C -4.295 1.345 -0.619 0.65
C -3.220 0.262 -0.575 -1.40
N -4.939 1.325 -1.936 -0.74
H -5.145 -1.003 1.641 0.28
H -5.358 -1.572 -0.040 0.23
H -6.712 -1.623 1.088 0.27
H -5.894 2.197 0.520 0.38
H -4.812 1.212 1.501 0.40
H -3.787 2.308 -0.514 0.39
H -3.583 -0.694 -0.950 0.19
H -2.376 0.543 -1.201 0.30
H -2.849 0.116 0.440 0.26
H -5.563 2.123 -2.017 0.27
H -5.557 0.519 -1.968 0.30
```

Summary:
Electronic energy in Eh: -1530.9008
E_HOMO in Eh: -0.333
Orbital gap in eV: 9.19
SMILES: C[C@H](F)[C@]1(P(=O)(O)O)OC(=O)O[C@@H]1CCO.COC[C@@H](C)N